Entry 1:
Below is a structure of composition C18H10AsCl2N4O2RuS4 at a distorted geometry, with properties calculated with the ωB97M-V functional and the def2-TZVPD basis.

```
42
Properties=species:S:1:pos:R:3:lowdin_spin:R:1
Ru 0.047 -0.149 -0.042 2.260
Cl 2.940 -3.263 5.363 -0.001
C 1.768 -2.534 4.293 0.001
C 2.213 -1.996 3.094 0.016
C 1.298 -1.442 2.193 0.008
N 1.599 -0.893 0.949 0.093
C 2.856 -0.848 0.332 0.104
O 3.902 -1.289 0.828 0.138
C 2.774 -0.214 -0.961 0.206
C 3.916 0.272 -1.615 0.019
C 3.804 0.894 -2.829 0.149
C 2.502 1.026 -3.425 0.113
C 1.420 0.538 -2.757 0.053
N 1.489 -0.068 -1.540 0.244
C -0.081 -1.438 2.532 0.014
C -0.501 -1.941 3.754 0.001
C 0.424 -2.499 4.630 0.019
Cl -0.152 -3.162 6.143 0.005
N -0.913 -0.913 1.519 0.053
C -2.255 -0.766 1.541 0.027
O -3.022 -1.003 2.460 0.046
C -2.750 -0.200 0.221 0.015
C -3.940 0.484 0.158 0.000
C -4.321 1.076 -1.037 0.021
C -3.515 0.920 -2.144 0.006
C -2.344 0.200 -2.006 0.026
N -1.945 -0.335 -0.848 0.042
H 3.260 -1.998 2.836 0.000
H 4.869 0.144 -1.114 -0.002
H 4.685 1.276 -3.338 0.010
H 2.351 1.525 -4.375 0.006
H 0.437 0.624 -3.197 0.001
H -1.547 -1.894 4.015 0.000
H -4.523 0.577 1.067 0.000
H -5.226 1.668 -1.104 0.003
H -3.749 1.387 -3.091 0.003
H -1.697 0.040 -2.853 0.005
S -3.227 4.216 -1.885 0.214
As -1.341 3.861 -2.754 0.330
S -0.401 2.262 0.463 0.324
S 0.318 3.348 -1.090 0.196
S -1.419 2.508 -4.385 0.232
```

Results
Kohn-Sham gap (alpha / beta)	4.21 / 6.03	eV
total charge	-2
2S+1	6
energy above the lowest of the compared OMol25 structures with the same formula, charge and spin	0.0000	eV

=====

Entry 2:
Below is a structure of composition C15H15Cl3GaN6O4 at a distorted geometry, with properties calculated with the ωB97M-V functional and the def2-TZVPD basis.

```
44
Properties=species:S:1:pos:R:3:mulliken_charge:R:1
Ga 0.120 2.433 0.502 0.214
N -0.575 4.315 -0.129 -0.355
C 0.524 4.915 -0.937 -0.505
C 1.797 4.063 -0.931 0.577
O 2.766 4.420 -1.532 -0.575
O 1.717 2.930 -0.238 -0.310
H -1.464 4.430 -0.600 0.306
H -0.661 4.800 0.761 0.345
H 0.783 5.907 -0.579 0.351
H 0.214 5.010 -1.975 0.308
Cl -1.469 0.218 2.415 -0.087
C 0.120 0.735 3.036 0.575
Cl 1.341 0.550 1.694 -0.102
Cl 0.583 -0.202 4.400 -0.042
C 0.082 2.286 3.323 0.277
O 0.215 2.683 4.433 -0.493
O -0.166 3.015 2.246 -0.497
C 1.220 0.015 -1.595 -1.624
C -0.233 0.200 -1.342 1.146
N -0.808 1.262 -0.764 0.411
C -2.184 1.060 -0.774 -0.686
C -2.435 -0.108 -1.396 -0.512
N -1.204 -0.637 -1.744 0.218
C -1.008 -1.972 -2.341 -1.023
N -0.024 -2.704 -1.624 0.752
N 1.137 -3.068 -2.258 -0.578
N 1.845 -3.753 -1.457 -0.522
C 1.166 -3.877 -0.251 0.366
C 1.524 -4.534 0.926 -0.810
C 0.627 -4.484 1.970 -0.536
C -0.597 -3.795 1.856 -0.648
C -0.964 -3.146 0.696 -0.669
C -0.054 -3.219 -0.360 1.055
H 1.753 0.946 -1.416 0.367
H 1.381 -0.294 -2.628 0.517
H 1.649 -0.763 -0.961 0.253
H -2.872 1.775 -0.357 0.523
H -3.361 -0.611 -1.616 0.479
H -0.673 -1.899 -3.372 0.277
H -1.975 -2.469 -2.306 0.464
H 2.469 -5.058 0.999 0.469
H 0.860 -4.988 2.899 0.413
H -1.265 -3.774 2.707 0.434
H -1.903 -2.611 0.623 0.473
```

Results
Kohn-Sham gap	9.06	eV
total charge	+1
energy above the lowest of the compared OMol25 structures with the same formula, charge and spin	0.1083	eV

=====

Entry 3:
Below is a cluster of 3 separate species, C36H57O11P3S in total at a distorted geometry, with properties calculated with the ωB97M-V functional and the def2-TZVPD basis.

```
108
Properties=species:S:1:pos:R:3:mulliken_charge:R:1
C 5.267 0.542 -3.228 -0.816
C 6.463 -0.289 -2.517 -0.422
P 6.173 -2.155 -2.402 -0.003
C 6.868 -3.104 -3.884 -0.430
C 7.362 -2.098 -5.072 -0.975
C 4.383 -2.583 -2.030 0.604
C 3.771 -1.926 -0.737 -0.583
C 2.321 -2.179 -0.270 -0.774
C 1.456 -3.130 -1.129 0.409
C 2.021 -3.774 -2.452 0.407
C 3.473 -3.516 -2.916 -0.549
C 0.966 -4.698 -3.253 -0.006
O 1.264 -5.799 -3.770 -0.520
C -0.530 -4.087 -3.275 0.489
C -1.438 -4.048 -4.523 -1.032
C -2.855 -3.380 -4.413 0.638
C -3.795 -3.295 -5.696 -0.779
C -4.451 -1.701 -5.676 0.391
C -4.915 -1.135 -7.205 -0.789
O -3.613 -0.659 -6.352 -0.328
C -3.399 -2.779 -3.072 -0.598
C -2.489 -2.805 -1.813 0.246
C -2.860 -2.204 -0.384 -0.568
C -3.966 -1.048 -0.398 -0.319
C -3.605 0.244 -1.281 -0.477
S -1.792 0.528 -1.550 -0.200
C -1.088 -3.461 -1.956 0.207
C -0.061 -3.499 -0.709 -0.213
O -0.382 -3.825 0.456 -0.537
H 4.630 0.997 -2.399 0.258
H 4.649 -0.234 -3.821 0.212
H 5.631 1.376 -3.919 0.271
H 6.600 0.139 -1.452 0.232
H 7.445 -0.091 -3.061 0.395
H 7.838 -3.615 -3.518 0.325
H 6.194 -3.939 -4.275 0.352
H 7.819 -2.684 -5.955 0.326
H 8.175 -1.400 -4.651 0.250
H 6.509 -1.441 -5.450 0.230
H 4.417 -1.227 -0.116 0.144
H 1.854 -1.714 0.654 0.378
H 3.902 -4.000 -3.853 0.231
H -1.052 -4.512 -5.500 0.261
H -3.185 -3.303 -6.665 0.421
H -4.687 -4.001 -5.692 0.326
H -5.138 -1.401 -4.740 0.229
H -4.875 -2.264 -7.539 0.174
H -4.267 -0.821 -8.077 0.384
H -4.434 -2.317 -2.959 0.282
H -1.960 -1.804 0.205 0.330
H -3.300 -3.080 0.229 0.380
H -4.064 -0.674 0.692 0.022
H -5.005 -1.426 -0.708 0.353
H -4.003 1.158 -0.693 0.317
H -4.233 0.223 -2.247 0.256
H -1.588 1.910 -1.640 0.126
O -6.887 2.012 0.898 -0.646
P -7.135 2.364 2.369 1.063
O -7.625 0.842 2.797 -0.424
C -6.631 -0.157 2.960 -0.083
C -5.952 -0.026 4.310 -1.037
O -8.647 3.007 2.142 -0.343
C -8.949 3.743 0.962 -0.322
C -9.762 2.884 0.013 -1.215
O -7.373 2.758 4.023 -0.222
C -6.669 3.916 4.484 -0.344
C -7.268 5.197 3.934 -0.989
H -5.898 -0.100 2.149 0.099
H -7.129 -1.127 2.892 0.370
H -5.374 0.901 4.368 0.186
H -5.273 -0.864 4.484 0.436
H -6.691 0.005 5.114 0.271
H -8.041 4.119 0.483 0.374
H -9.538 4.615 1.260 0.379
H -9.233 1.964 -0.245 0.268
H -9.989 3.427 -0.907 0.379
H -10.702 2.583 0.484 0.302
H -5.613 3.832 4.211 0.309
H -6.732 3.920 5.575 0.355
H -7.108 5.270 2.854 0.242
H -6.810 6.070 4.402 0.421
H -8.347 5.226 4.103 0.238
O 4.600 1.870 2.649 -0.739
P 5.868 2.024 3.496 1.104
O 6.945 2.007 2.241 -0.339
C 7.061 3.178 1.444 -0.287
C 7.925 4.219 2.131 -1.011
O 5.998 0.427 3.924 -0.346
C 4.833 -0.365 4.121 -0.440
C 4.612 -1.262 2.919 -0.942
O 7.211 2.277 4.535 -0.250
C 6.901 2.860 5.805 -0.352
C 6.185 1.879 6.716 -0.992
H 6.070 3.583 1.218 0.298
H 7.524 2.882 0.499 0.289
H 7.439 4.593 3.037 0.212
H 8.112 5.066 1.467 0.414
H 8.882 3.788 2.435 0.250
H 3.957 0.257 4.323 0.389
H 5.000 -0.981 5.009 0.378
H 4.519 -0.680 1.999 0.036
H 3.710 -1.866 3.043 0.411
H 5.466 -1.931 2.780 0.333
H 6.299 3.761 5.655 0.315
H 7.846 3.162 6.261 0.357
H 5.183 1.655 6.338 0.251
H 6.082 2.291 7.722 0.419
H 6.729 0.933 6.772 0.241
```

Results
Kohn-Sham gap	5.42	eV
total charge	0
SMILES string	CCP(CC)c1ccc2c(c1)C(=O)c1cc(C[C@@H]3CO3)cc(CCCS)c1C2=O.CCOP(=O)(OCC)OCC.CCOP(=O)(OCC)OCC